# 1
C44H65F4N2O4PS2SeTa as an isolated structure at a distorted geometry, computed with ωB97M-V with the def2-TZVPD basis set.

```
124
Properties=species:S:1:pos:R:3:forces:R:3
Ta 0.3935 -0.0665 -1.3912 0.1 0.7 0.8
C -2.5333 3.2255 -3.2823 0.0 0.0 0.0
C -2.8877 1.7817 -2.9636 0.0 0.0 -0.1
N -1.9694 0.8064 -3.5635 -0.1 0.0 0.0
C -1.9489 0.8826 -5.0374 0.1 0.0 0.1
C -0.5590 1.1127 -5.6089 0.0 0.0 -0.1
C -2.2993 -0.5417 -3.1231 0.1 0.1 0.1
C -1.2324 -1.5571 -3.5052 0.0 0.0 -0.2
N 0.1170 -1.2057 -3.0313 -0.3 -0.4 -0.4
C 1.1864 -1.7879 -3.6956 0.1 0.0 -0.1
C 2.4696 -1.2939 -3.4313 -0.1 0.0 0.1
F 2.5425 -0.2971 -2.5046 0.0 -0.2 -0.2
C 3.6203 -1.7482 -4.0223 0.0 0.0 0.0
F 4.7900 -1.1845 -3.6964 0.0 0.0 0.0
C 3.5685 -2.7773 -4.9407 0.0 0.0 -0.1
C 2.3253 -3.3071 -5.2130 0.1 0.0 0.0
F 2.2223 -4.3225 -6.0803 0.0 0.0 0.0
C 1.1624 -2.8472 -4.6162 0.0 0.0 0.0
F 0.0222 -3.4863 -4.9349 0.0 0.0 0.0
H -3.2223 3.8978 -2.7691 0.0 0.0 0.0
H -2.6087 3.4417 -4.3495 0.0 0.0 0.0
H -1.5178 3.4554 -2.9622 0.0 0.0 0.0
H -3.9233 1.5764 -3.2842 0.0 0.0 0.0
H -2.8577 1.6346 -1.8812 0.0 0.0 0.0
H -2.6186 1.6765 -5.3710 0.0 0.0 0.0
H -2.3678 -0.0401 -5.4534 0.0 0.0 0.0
H -0.1637 2.0816 -5.3038 0.0 0.0 0.0
H -0.5908 1.0771 -6.7013 0.0 0.0 0.0
H 0.1409 0.3518 -5.2567 0.0 0.0 0.0
H -3.2527 -0.8905 -3.5529 0.0 0.0 0.0
H -2.4432 -0.5089 -2.0427 0.0 0.0 0.1
H -1.2107 -1.6251 -4.5941 0.0 0.0 0.0
H -1.5398 -2.5380 -3.1342 0.0 0.0 0.0
H 4.4601 -3.1576 -5.4177 0.0 0.0 0.0
C -4.6449 -0.0250 4.8867 0.0 0.0 0.0
C -5.0627 -0.4666 3.4769 0.0 0.0 0.0
C -5.4008 -1.9573 3.5258 0.0 0.0 0.0
C -6.3244 0.2985 3.0543 0.0 0.0 0.0
C -3.9290 -0.1645 2.4973 0.0 0.0 0.0
C -3.2886 -1.1478 1.7568 0.0 -0.1 0.0
C -2.2568 -0.8086 0.8997 0.0 0.1 0.0
Se -1.3482 -2.1709 -0.0906 0.0 0.1 0.0
C 0.0906 -2.4998 1.1194 0.1 0.0 0.1
C -0.1419 -3.1797 2.3039 0.0 0.0 0.0
C 0.9035 -3.4166 3.1796 0.0 0.0 0.0
C 2.1740 -3.0177 2.7685 0.0 0.0 -0.1
C 2.4622 -2.3760 1.5654 0.0 -0.1 0.1
C 1.3605 -2.0465 0.7521 0.1 -0.1 -0.1
O 1.5051 -1.3200 -0.3714 0.0 0.1 0.1
C 3.9380 -2.0704 1.2552 0.0 0.0 -0.1
C 4.4239 -0.9642 2.2039 0.0 0.0 0.0
C 4.2077 -1.6253 -0.1879 0.0 0.0 0.0
C 4.7839 -3.3378 1.4791 0.0 0.0 0.0
C 0.7164 -4.0932 4.5358 0.0 0.0 0.0
C -0.7470 -4.4480 4.8018 0.0 0.0 0.0
C 1.5429 -5.3857 4.5866 0.0 0.0 0.0
C 1.1881 -3.1412 5.6443 0.0 0.0 0.0
C -1.8276 0.5189 0.7397 -0.3 -0.2 0.1
O -0.8191 0.7445 -0.1098 0.4 0.2 -0.3
C -2.4574 1.5391 1.4714 -0.1 -0.1 0.0
C -3.4900 1.1433 2.3242 0.0 0.0 0.0
C -2.1413 3.0396 1.4112 0.0 0.1 0.0
C -3.4084 3.7844 0.9607 0.0 0.0 0.0
C -1.0107 3.4223 0.4553 0.0 0.0 0.0
C -1.7316 3.5249 2.8115 0.0 0.0 0.0
H -5.4462 -0.2322 5.6005 0.0 0.0 0.0
H -3.7495 -0.5605 5.2096 0.0 0.0 0.0
H -4.4290 1.0444 4.9263 0.0 0.0 0.0
H -6.2131 -2.1241 4.2357 0.0 0.0 0.0
H -5.7292 -2.3298 2.5526 0.0 0.0 0.0
H -4.5464 -2.5539 3.8547 0.0 0.0 0.0
H -7.1417 0.0930 3.7504 0.0 0.0 0.0
H -6.1571 1.3772 3.0447 0.0 0.0 0.0
H -6.6423 -0.0011 2.0535 0.0 0.0 0.0
H -3.5811 -2.1858 1.8387 0.0 0.0 0.0
H -1.1488 -3.5005 2.5365 0.0 0.0 0.0
H 3.0008 -3.2186 3.4373 0.0 0.0 0.0
H 3.8579 -0.0444 2.0469 0.0 0.0 0.0
H 4.3145 -1.2593 3.2498 0.0 0.0 0.0
H 5.4803 -0.7486 2.0185 0.0 0.0 0.0
H 3.7841 -0.6470 -0.3957 0.0 0.0 0.0
H 5.2896 -1.5671 -0.3358 0.0 0.0 0.0
H 3.8067 -2.3411 -0.9099 0.0 0.0 0.0
H 4.7846 -3.6758 2.5152 0.0 0.0 0.0
H 4.4239 -4.1585 0.8539 0.0 0.0 0.0
H 5.8211 -3.1310 1.2053 0.0 0.0 0.0
H -1.1339 -5.1507 4.0595 0.0 0.0 0.0
H -0.8354 -4.9199 5.7825 0.0 0.0 0.0
H -1.3828 -3.5587 4.8014 0.0 0.0 0.0
H 1.2222 -6.0809 3.8077 0.0 0.0 0.0
H 2.6068 -5.1889 4.4436 0.0 0.0 0.0
H 1.4200 -5.8752 5.5564 0.0 0.0 0.0
H 0.6110 -2.2140 5.6284 0.0 0.0 0.0
H 1.0624 -3.6094 6.6242 0.0 0.0 0.0
H 2.2423 -2.8817 5.5294 0.0 0.0 0.0
H -3.9919 1.9196 2.8893 0.0 0.0 0.0
H -3.7144 3.4486 -0.0329 0.0 0.0 0.0
H -4.2464 3.6274 1.6427 0.0 0.0 0.0
H -3.2104 4.8584 0.9117 0.0 0.0 0.0
H -1.2247 3.1335 -0.5725 0.0 0.0 0.0
H -0.8813 4.5075 0.4863 0.0 0.0 0.0
H -0.0627 2.9673 0.7400 0.0 0.0 0.0
H -2.5161 3.3733 3.5538 0.0 0.0 0.0
H -0.8357 2.9992 3.1486 0.0 0.0 0.0
H -1.5048 4.5935 2.7775 0.0 0.0 0.0
C 2.3586 6.5410 -1.8555 0.0 0.0 0.0
C 1.4039 5.3719 -1.8879 0.0 0.0 0.0
O 1.8053 4.3955 -0.9008 -0.1 0.0 0.0
P 2.2928 2.9507 -1.3358 0.0 -0.1 0.0
S 2.6956 1.8126 0.1692 0.0 0.0 0.2
S 0.8849 2.1254 -2.5749 -0.1 0.1 -0.1
O 3.5410 3.3586 -2.2594 -0.1 -0.1 0.0
C 4.3010 2.3177 -2.9068 0.0 0.0 0.0
C 5.5143 2.9525 -3.5389 0.0 0.0 0.0
H 2.0318 7.3082 -2.5602 0.0 0.0 0.0
H 3.3617 6.2161 -2.1315 0.0 0.0 0.0
H 2.3944 6.9795 -0.8579 0.0 0.0 0.0
H 1.3757 4.9119 -2.8772 0.0 0.0 0.0
H 0.3885 5.6696 -1.6259 0.0 0.0 0.0
H 3.6637 1.8410 -3.6554 0.0 0.0 0.0
H 4.5794 1.5706 -2.1608 0.0 0.0 0.0
H 5.2192 3.7008 -4.2754 0.0 0.0 0.0
H 6.1100 2.1884 -4.0414 0.0 0.0 0.0
H 6.1348 3.4324 -2.7816 0.0 0.0 0.0
```
Positions in Å, forces in eV/Å.

Output
* E_LUMO (alpha / beta): 0.0136 / 0.0164 Eh
* spin multiplicity: 2
* total charge: 0
* expectation value of S²: 0.7527
* energy above the lowest of the compared OMol25 structures with the same formula, charge and spin: 14.4 kcal/mol
* HOMO level (alpha / beta): -6.48 / -8.13 eV
* DFT total energy: -6121.9325 a.u.



# 2
One molecule with the formula C16H26N2O4S, computed with ωB97M-V with the def2-TZVPD basis set.

```
49
Properties=species:S:1:pos:R:3:forces:R:3
C 4.9920 -1.5992 2.0117 -0.4 0.2 -0.1
C 3.9065 -0.5314 2.0090 0.5 0.2 0.1
H 3.5770 -0.2907 3.0212 0.0 0.0 -0.1
H 4.2650 0.3737 1.5081 -0.1 -0.1 0.1
O 2.7333 -0.9915 1.3440 -0.1 -0.3 0.0
C 2.6170 -0.7382 0.0466 0.1 -0.1 -0.4
O 3.4850 -0.2529 -0.6443 0.1 0.0 0.1
C 1.2991 -1.1633 -0.4512 -0.1 -0.1 -0.2
C 1.0554 -1.8234 -1.6397 0.6 0.4 0.4
N -0.2802 -2.0989 -1.7028 0.1 0.3 0.4
C -0.9020 -1.6163 -0.5860 -0.2 0.0 0.3
C 0.0501 -1.0335 0.2143 -0.2 0.2 0.3
S -0.3942 -0.0849 1.6423 -0.3 0.0 -0.4
O 0.7496 0.5433 2.2392 0.0 0.0 -0.3
O -1.2372 -0.8801 2.4919 -0.1 0.0 0.0
N -1.3892 1.0359 0.8989 0.4 -0.7 0.4
C -2.5124 1.5489 1.6490 -0.5 -0.1 0.4
C -3.5858 2.0268 0.6739 0.3 0.2 0.1
C -2.9969 3.0738 -0.2684 -0.1 -0.2 -0.1
C -1.7666 2.5092 -0.9766 0.1 0.0 0.2
H -2.0761 1.6804 -1.6167 0.0 0.0 -0.1
H -1.3071 3.2732 -1.6051 0.0 0.0 -0.1
C -0.7275 1.9856 0.0254 0.5 0.3 -0.5
C -0.0019 3.1109 0.7670 -0.1 -0.2 0.0
H -0.6981 3.7771 1.2682 0.0 0.1 0.1
H 0.5876 3.6911 0.0615 0.0 0.1 -0.1
H 0.6618 2.6733 1.5078 0.1 0.1 0.0
H 0.0282 1.4037 -0.5168 -0.1 0.2 -0.1
H -2.7225 3.9630 0.3010 0.0 0.1 0.0
H -3.7412 3.3726 -1.0097 0.0 0.1 0.0
H -4.4266 2.4426 1.2307 0.0 0.0 0.0
H -3.9435 1.1749 0.0935 -0.1 -0.1 0.0
H -2.8725 0.7260 2.2677 -0.1 0.2 0.0
H -2.2150 2.3716 2.3136 0.0 0.0 0.0
C -2.3594 -1.7513 -0.3470 0.0 0.0 -0.1
H -2.5608 -1.4768 0.6836 -0.2 -0.1 0.0
H -2.6875 -2.7766 -0.5142 -0.1 -0.1 0.0
H -2.9287 -1.0959 -1.0072 -0.1 0.0 0.0
C -0.9452 -2.8169 -2.7554 -0.2 -0.3 -0.2
H -1.1587 -3.8440 -2.4483 0.0 0.0 -0.1
H -0.3135 -2.8410 -3.6399 0.0 0.0 0.0
H -1.8856 -2.3255 -3.0051 0.1 0.0 0.0
C 2.0242 -2.2193 -2.6938 0.0 -0.1 0.0
H 3.0050 -1.8436 -2.4183 0.0 0.0 0.0
H 2.0732 -3.3031 -2.8015 0.0 -0.1 -0.1
H 1.7535 -1.7863 -3.6569 0.0 0.0 -0.1
H 5.8482 -1.2485 2.5811 0.1 0.0 0.1
H 4.6158 -2.5148 2.4613 0.0 -0.1 0.1
H 5.3084 -1.8097 0.9927 0.1 0.0 -0.1
```
Positions in Å, forces in eV/Å.

Output
* E_LUMO: 0.0195 Eh
* spin multiplicity: 1
* total charge: 0
* energy above the lowest of the compared OMol25 structures with the same formula, charge and spin: 35.8 kcal/mol
* SMILES string: CCOC(=O)c1c(S(=O)(=O)N2CCCC[C@H]2C)c(C)n(C)c1C
* HOMO level: -8.38 eV
* DFT total energy: -1433.9512 a.u.



# 3
A 3-piece molecular cluster, CH9N2O2 overall at a distorted geometry, computed with ωB97M-V with the def2-TZVPD basis set.

```
14
Properties=species:S:1:pos:R:3:forces:R:3
N -0.3322 0.2028 1.4243 -1.0 -0.2 -0.1
C -1.0363 -0.6750 0.7536 0.7 0.4 -0.2
N -0.4651 -1.6023 0.0336 -0.2 0.0 0.0
H 0.6533 0.2747 1.2665 0.6 0.1 0.2
H -0.8451 0.9198 1.9138 0.3 0.2 -0.1
H -2.0992 -0.5419 0.7336 -0.5 -0.4 0.3
H -0.9848 -2.3125 -0.4545 -0.1 0.1 0.0
H 0.5281 -1.5268 -0.1113 0.2 -0.2 -0.1
H 2.6202 -1.1246 -0.8302 -0.2 0.2 0.1
H 2.6644 0.3628 -0.9442 -0.3 0.2 0.1
O 2.0729 -0.3416 -0.6445 0.6 -0.4 -0.1
H -0.8308 1.3619 -1.2870 0.2 0.4 -0.3
H -0.6725 2.8763 -0.9488 0.1 -0.1 -0.2
O -1.2729 2.1265 -0.9051 -0.2 -0.3 0.4
```
Positions in Å, forces in eV/Å.

Output
* E_LUMO: -0.1280 Eh
* spin multiplicity: 1
* total charge: +1
* energy above the lowest of the compared OMol25 structures with the same formula, charge and spin: 17.2 kcal/mol
* HOMO level: -15.10 eV
* DFT total energy: -303.2671 a.u.



# 4
C20H36Cl2N2O4PV as an isolated structure at a distorted geometry, computed with ωB97M-V with the def2-TZVPD basis set.

```
66
Properties=species:S:1:pos:R:3:forces:R:3
O 0.0800 0.8637 -1.6136 1.9 0.3 -0.1
C -0.8452 1.2977 -2.3457 -0.8 0.4 -2.8
C -0.4613 1.8581 -3.6412 -0.3 -0.7 1.5
C 0.7447 2.5798 -3.7598 0.2 0.0 -0.9
H 1.3257 2.7636 -2.8579 -0.1 0.1 -0.2
C 1.1562 3.0081 -5.0221 -0.1 -0.2 0.6
H 2.0956 3.5604 -5.1071 -0.3 -0.1 -0.1
C 0.3818 2.7240 -6.1526 0.1 0.1 -0.3
H 0.7148 3.0697 -7.1318 -0.1 -0.1 0.2
C -0.8021 1.9831 -6.0313 -0.1 0.0 0.3
H -1.3921 1.7490 -6.9214 0.2 0.0 0.2
C -1.2181 1.5342 -4.7824 -0.1 0.6 -0.4
H -2.1079 0.9149 -4.6458 0.2 0.2 -0.2
H -1.9022 1.0596 -2.1504 0.6 -0.1 -0.2
C -2.0978 2.6324 -0.1949 -0.6 0.7 0.3
C -1.9780 1.1954 0.0557 2.0 -2.8 2.2
H -2.6237 3.1280 0.6391 0.0 0.3 -0.1
H -2.6667 2.8424 -1.1155 0.2 0.1 0.2
H -1.0918 3.0661 -0.2917 -0.3 0.1 -0.1
C -2.6900 0.3930 0.8621 -0.4 1.1 -0.4
C -3.9469 0.7794 1.6032 -0.4 0.0 0.2
H -2.4178 -0.6592 0.9941 0.1 0.2 -0.1
H -4.7342 1.1722 0.9375 0.2 0.0 0.2
H -3.7407 1.5500 2.3655 -0.2 0.0 -0.1
H -4.3563 -0.1050 2.1115 -0.1 0.2 0.1
V 0.1249 -0.0263 0.0254 -3.3 1.5 -0.9
Cl 1.3430 2.0772 0.4468 1.0 0.9 0.4
Cl -1.3666 -1.3800 -1.3111 -0.3 -1.6 -0.7
H 4.4316 0.6933 -2.6392 -0.1 -0.1 -0.1
H 5.6526 1.2458 -0.9488 0.0 -0.1 0.2
C 3.5367 0.3315 -2.1310 -0.3 0.1 0.0
C 4.8997 1.0736 -0.1738 -0.1 0.0 0.2
N 3.8637 0.2071 -0.7161 0.0 -0.3 0.3
H 3.2453 -0.6474 -2.5208 0.0 0.2 0.0
C 3.0229 -0.4061 0.1169 -1.8 0.1 -0.8
O 1.9323 -0.9322 -0.2499 3.0 -0.1 0.2
H 5.3596 0.5828 0.6923 0.0 0.2 -0.2
H 3.3068 -0.3768 1.1785 0.0 -0.1 -0.1
H 2.7140 1.0408 -2.2899 0.1 -0.2 0.1
H 4.4850 2.0409 0.1500 0.0 -0.2 -0.2
H -1.5789 -5.0933 2.4834 0.0 0.0 0.1
H -0.2542 -6.2876 0.3748 -0.2 0.1 -0.2
C -1.8498 -4.3278 1.7484 0.1 -0.1 -0.1
C -0.7563 -5.4657 -0.1621 0.2 0.2 0.2
N -0.8591 -4.2915 0.6887 0.0 -0.3 0.1
H -1.9271 -3.3588 2.2408 0.1 0.0 -0.2
C -0.0965 -3.2165 0.4398 -0.4 2.4 0.5
O -0.1860 -2.1259 1.0540 0.5 -2.8 -0.2
H -0.1622 -5.1892 -1.0445 -0.3 -0.2 0.2
H 0.5931 -3.3412 -0.4116 -0.1 0.1 0.3
H -2.8231 -4.6061 1.3333 0.0 0.1 0.0
H -1.7584 -5.8006 -0.4702 0.3 0.2 0.0
C 1.5896 0.3180 4.4330 0.3 0.0 0.5
P 0.0703 0.1676 3.5024 -0.4 -0.4 -3.1
C -0.7699 -1.3221 4.0809 -0.1 0.0 0.6
C -0.9501 1.5788 3.8846 -0.1 0.2 0.7
O 0.3252 0.0889 2.0167 0.1 -0.2 2.8
H 1.3820 0.8962 5.3427 0.2 -0.2 -0.1
H 2.3366 0.8356 3.8214 -0.2 0.0 0.1
H 1.9563 -0.6779 4.7115 0.0 0.2 -0.1
H -0.6733 -1.3847 5.1769 -0.1 -0.1 -0.2
H -1.8362 -1.2652 3.8135 0.4 0.0 0.0
H -0.3148 -2.2032 3.6051 -0.1 0.4 0.1
H -0.8337 2.3223 3.0913 0.0 -0.2 0.0
H -1.9983 1.2774 3.9724 0.1 0.1 -0.1
H -0.6028 1.9879 4.8394 -0.3 0.2 -0.1
```
Positions in Å, forces in eV/Å.

Output
* E_LUMO (alpha / beta): 0.0846 / 0.0844 Eh
* spin multiplicity: 4
* total charge: -1
* expectation value of S²: 3.7994
* HOMO level (alpha / beta): -1.17 / -2.56 eV
* DFT total energy: -3399.9552 a.u.